Run 1
C33H32BrF6N5NaO8PS4 as an isolated structure, computed with wB97M-V/def2-TZVPD.

```
91
Properties=species:S:1:pos:R:3:mulliken_charge:R:1
Na 0.2182 0.3737 -0.8554 0.6429
C -1.6404 3.8591 5.7347 -1.4849
C -1.8362 3.6456 4.2562 1.1407
C -3.0366 3.1589 3.7558 -0.8261
C -3.2170 2.9663 2.3910 -0.5352
C -2.1890 3.2530 1.5056 -0.7616
C -0.9775 3.7312 1.9949 -0.1678
C -0.8086 3.9253 3.3558 -0.5706
S -2.4114 2.9760 -0.2571 1.3912
O -3.8048 3.3681 -0.4624 -0.8120
O -1.4180 3.8280 -0.8955 -0.7856
N -2.0989 1.4891 -0.5400 0.4620
C -3.0904 0.5384 -0.0524 -0.4026
C -2.7317 -0.8835 -0.5072 -0.7281
O -3.6530 -1.6132 -0.9561 -0.8691
O -1.5227 -1.2058 -0.4151 0.3840
H -2.5649 3.6747 6.2842 0.3382
H -1.3169 4.8799 5.9499 0.3972
H -0.8764 3.1882 6.1364 0.2665
H -3.8485 2.9326 4.4403 0.2420
H -4.1672 2.6230 2.0028 0.4640
H -0.1850 3.9557 1.2982 0.3656
H 0.1384 4.3081 3.7246 0.3378
H -4.0994 0.7760 -0.3969 0.3080
H -3.1259 0.5001 1.0505 0.0743
F 4.1254 -0.0206 1.1817 -0.1833
C 4.7989 -0.0601 0.0287 0.5800
F 4.9246 -1.3381 -0.3320 -0.2132
F 6.0213 0.4279 0.2546 -0.2553
S 3.9200 0.8829 -1.2899 1.1457
O 2.6683 0.1824 -1.4370 -0.4411
O 4.8384 0.8560 -2.3881 -0.7186
N 3.8393 2.3075 -0.6460 -0.7135
S 2.5160 3.0243 -0.1602 1.1758
O 1.4708 2.1346 0.2661 -0.4444
O 2.8612 4.1196 0.6954 -0.7266
C 1.8833 3.8374 -1.7099 0.6413
F 1.2166 2.9514 -2.4452 -0.1812
F 1.0777 4.8527 -1.4093 -0.2215
F 2.9090 4.3099 -2.4357 -0.2657
C -0.8491 -3.4453 -2.4209 -1.5839
P 0.5490 -2.6887 -1.5083 1.7435
C 1.9524 -3.6253 -2.2696 -0.2992
C 2.9521 -2.8897 -2.9012 -0.2119
C 4.0348 -3.5257 -3.5007 -0.7071
C 4.1291 -4.9080 -3.4744 -0.3873
C 3.1370 -5.6554 -2.8473 -0.7338
C 2.0611 -5.0169 -2.2517 -0.1260
C 0.4685 -3.5662 0.1021 0.2020
C -0.7489 -3.9152 0.6849 -0.4011
C -0.7845 -4.4873 1.9489 -0.5454
C 0.3875 -4.7050 2.6590 -0.4796
C 1.6044 -4.3466 2.0941 -0.6065
C 1.6416 -3.7848 0.8265 -0.5627
H -1.7743 -3.0504 -1.9996 0.4370
H -0.8390 -4.5364 -2.3651 0.3235
H -0.7745 -3.1217 -3.4598 0.4010
H 2.8830 -1.8084 -2.9085 0.3499
H 4.8063 -2.9338 -3.9783 0.4209
H 4.9745 -5.4058 -3.9356 0.3587
H 3.2089 -6.7370 -2.8192 0.3769
H 1.2991 -5.6017 -1.7476 0.3090
H -1.6730 -3.6896 0.1686 0.1098
H -1.7413 -4.7350 2.3928 0.4306
H 0.3526 -5.1365 3.6529 0.3444
H 2.5271 -4.4988 2.6427 0.3773
H 2.5977 -3.5061 0.3944 0.3866
Br -2.5609 -1.4388 3.4625 -0.1927
C -0.8618 -0.5778 3.3398 -0.3191
C -0.5689 0.4323 4.2451 -0.3479
C 0.6771 1.0258 4.1404 -0.4327
C 1.5496 0.6014 3.1520 -0.7496
C 1.1289 -0.4024 2.2963 -0.3842
N -0.0588 -0.9976 2.3963 0.3932
H -1.2948 0.7414 4.9829 0.4686
H 0.9539 1.8264 4.8140 0.3103
H 2.5153 1.0652 3.0089 0.4527
H 1.7644 -0.7481 1.4891 0.6807
C -1.6136 3.0125 -4.2925 -0.9999
N -2.4741 1.9313 -3.8619 0.3630
C -3.7581 2.0952 -3.3659 -0.4381
C -4.1819 0.8881 -2.9540 -0.7736
N -3.1577 -0.0037 -3.2081 0.2229
C -2.0853 0.6410 -3.7254 -0.0059
S -0.5846 -0.0279 -4.1158 -0.3955
H -2.0978 3.5728 -5.0950 0.3307
H -0.6887 2.5718 -4.6590 0.3473
H -1.3985 3.6633 -3.4456 0.2573
H -4.2104 3.0660 -3.2822 0.3751
H -5.0806 0.5813 -2.4534 0.5568
H -3.1024 -0.9145 -2.7638 0.3049
```

As for the LUMO energy: 3.68 eV. As for the total charge: -2. The molar mass comes out at 1002.770 g mol⁻¹. The value obtained for the highest occupied orbital energy is -2.529 eV. The value obtained for the HOMO-LUMO gap is 0.2283 Ha.

Run 2
C33H32BrF6N5NaO8PS4 as an isolated structure, computed with wB97M-V/def2-TZVPD.

```
91
Properties=species:S:1:pos:R:3:mulliken_charge:R:1
Na -1.3113 0.5351 -0.3282 1.3369
C 6.0537 -2.7125 -4.1633 -1.4788
C 4.9564 -2.0714 -3.3529 1.2799
C 5.1763 -0.9012 -2.6384 -1.1213
C 4.1727 -0.3640 -1.8421 -0.2471
C 2.9480 -0.9995 -1.7544 -0.9815
C 2.7036 -2.1566 -2.4813 -0.2036
C 3.7046 -2.6797 -3.2796 -1.0863
S 1.6915 -0.3650 -0.6294 1.9788
O 1.2083 -1.5344 0.0539 -0.4266
O 2.4068 0.5752 0.2148 -0.7552
N 0.5219 0.3772 -1.4357 0.0302
C 0.7692 1.7665 -1.8106 -0.7438
C -0.3420 2.7593 -1.3671 0.2780
O -0.3349 3.8663 -1.9345 -0.9190
O -1.0983 2.3989 -0.4285 -0.4889
H 6.9748 -2.1324 -4.1057 0.3361
H 5.7666 -2.7935 -5.2133 0.3215
H 6.2592 -3.7170 -3.7882 0.3130
H 6.1393 -0.4061 -2.7014 0.2632
H 4.3344 0.5304 -1.2550 0.5674
H 1.7371 -2.6305 -2.3940 0.4115
H 3.5156 -3.5770 -3.8583 0.3792
H 0.8859 1.8558 -2.8898 0.3289
H 1.6907 2.1137 -1.3402 0.5224
F -2.3477 -4.0347 0.3908 -0.2286
C -1.7418 -3.8683 -0.7935 0.2543
F -0.5342 -4.4459 -0.7240 -0.2254
F -2.4518 -4.5674 -1.6910 -0.2276
S -1.7243 -2.0480 -1.2515 1.0930
O -1.7529 -1.3425 0.0128 -0.6984
O -2.9736 -1.9614 -1.9689 -0.8854
N -0.4110 -1.9364 -2.0583 -0.0367
S -0.4106 -0.5420 -2.9023 0.4583
O -1.5749 0.2970 -2.6468 -0.4127
O 0.6777 -0.2627 -3.8120 -0.7950
C -1.3663 -1.5556 -4.4041 0.3683
F -1.5201 -2.8946 -4.2072 -0.2715
F -0.6877 -1.4809 -5.5875 -0.2889
F -2.6118 -1.0973 -4.7109 -0.2387
C -1.9258 -0.2244 3.3052 -1.3097
P -0.3034 -0.4362 2.4418 2.2401
C -0.0309 -2.1665 3.0741 -0.1326
C 0.0303 -3.2371 2.1915 0.0691
C 0.1590 -4.5406 2.6527 -0.7761
C 0.2348 -4.7936 4.0125 -0.5546
C 0.2074 -3.7307 4.9067 -0.8189
C 0.0781 -2.4326 4.4410 -0.4740
C 0.8713 0.3152 3.6477 -0.2750
C 0.5393 1.2236 4.6471 -0.0152
C 1.5224 1.7588 5.4685 -0.6037
C 2.8511 1.3977 5.3017 -0.5577
C 3.1961 0.5093 4.2910 -0.6367
C 2.2160 -0.0203 3.4682 -0.1996
H -2.2081 0.8266 3.3070 0.1110
H -1.9177 -0.6134 4.3244 0.4138
H -2.6605 -0.7659 2.7068 0.4001
H -0.0010 -3.0204 1.1396 0.1689
H 0.2116 -5.3594 1.9454 0.4378
H 0.3130 -5.8106 4.3799 0.3430
H 0.2991 -3.9136 5.9719 0.3903
H 0.0643 -1.6137 5.1507 0.3083
H -0.4872 1.5408 4.7726 0.2498
H 1.2495 2.4585 6.2505 0.3960
H 3.6160 1.8118 5.9487 0.3372
H 4.2328 0.2307 4.1418 0.3832
H 2.4789 -0.6816 2.6506 0.2827
Br -2.6849 3.6203 3.1395 -0.2061
C -1.0839 3.8189 2.1401 0.2034
C -0.9473 4.9328 1.3325 -0.7381
C 0.2704 5.0930 0.6971 -0.0848
C 1.2717 4.1612 0.9198 -1.0054
C 1.0024 3.0734 1.7300 0.0847
N -0.1654 2.9072 2.3504 0.2134
H -1.7657 5.6213 1.1877 0.3900
H 0.4232 5.9217 0.0213 0.2967
H 2.2355 4.2517 0.4375 0.3044
H 1.7330 2.2900 1.8878 0.4153
C -5.4058 3.9730 -1.8294 -0.9161
N -5.0735 2.6651 -2.3206 0.2969
C -5.1833 2.2169 -3.6284 -0.6072
C -4.7453 0.9446 -3.6488 -0.5158
N -4.3953 0.6076 -2.3627 0.3082
C -4.5538 1.6712 -1.5387 -0.0907
S -4.3231 1.7630 0.1078 -0.3397
H -5.2948 4.7077 -2.6258 0.3387
H -4.7379 4.2092 -1.0026 0.2713
H -6.4320 3.9934 -1.4495 0.2940
H -5.5520 2.8413 -4.4219 0.4414
H -4.6523 0.2426 -4.4550 0.5219
H -3.8755 -0.2360 -2.1299 0.1859
```

As for the LUMO energy: 3.72 eV. As for the total charge: -2. The molar mass comes out at 1002.770 g mol⁻¹. The value obtained for the highest occupied orbital energy is -2.558 eV. The value obtained for the HOMO-LUMO gap is 0.2308 Ha.

Taking the most stable structure as the zero point, the relative energies in kJ/mol are run 1 0.0; run 2 358.9.

Run 1
One molecule with the formula C3H7N3O2, computed with wB97M-V/def2-TZVPD.

```
15
Properties=species:S:1:pos:R:3:mulliken_charge:R:1
C 1.1084 -1.3207 0.0269 -1.3197
C -0.0580 -0.4394 -0.0155 0.8650
C -1.3439 -0.7727 -0.1749 -0.7295
N -2.4663 0.1403 -0.0665 0.8988
O -2.4007 1.3355 -0.1735 -0.5835
O -3.5627 -0.3225 0.1805 -0.5692
N 0.3412 1.3037 0.3761 -0.2683
N 1.7015 1.7101 0.1301 -0.5726
H 1.9496 -0.6478 -0.2051 0.2929
H 1.4082 -1.4511 1.0917 0.3201
H 0.9696 -2.3043 -0.4412 0.3639
H -1.6323 -1.7516 -0.1946 0.4477
H -0.2211 1.7723 -0.3002 0.2885
H 1.9052 1.6190 -0.9472 0.2734
H 2.3012 1.1293 0.7135 0.2925
```

As for the LUMO energy: -0.12 eV. As for the total charge: 0. The molar mass comes out at 117.108 g mol⁻¹. The value obtained for the highest occupied orbital energy is -9.354 eV. The value obtained for the HOMO-LUMO gap is 0.3394 Ha. The SMILES is C/C(=C/[N+](=O)[O-])NN.

Run 2
One molecule with the formula C3H7N3O2, computed with wB97M-V/def2-TZVPD.

```
15
Properties=species:S:1:pos:R:3:mulliken_charge:R:1
N -2.0543 1.1456 -1.3113 -0.4821
N -2.0045 1.5192 0.1317 -0.0046
C -1.2319 1.3417 0.9929 -0.0423
O -0.1765 0.6911 1.3054 -0.1310
N 0.0762 -0.3056 0.2435 -0.3617
C 1.2982 -0.5746 0.6158 0.0773
C 2.1213 -1.7649 -0.0410 -0.2438
O 1.6780 -1.8315 -1.4387 -0.5107
H -1.8573 0.0271 -1.5334 0.2466
H -2.9439 1.3184 -1.7238 0.2492
H -1.2109 2.5218 1.6102 0.1591
H 2.1442 -0.0530 1.4461 0.2421
H 1.9674 -2.7145 0.4529 0.2914
H 3.2188 -1.5084 -0.3855 0.2344
H 1.4221 -0.9958 -1.6540 0.2762
```

As for the LUMO energy: 0.37 eV. As for the total charge: 0. The molar mass comes out at 117.108 g mol⁻¹. The value obtained for the highest occupied orbital energy is -9.039 eV. The value obtained for the HOMO-LUMO gap is 0.3458 Ha. The SMILES is N/N=C\O/N=C/CO.

Run 3
One molecule with the formula C3H7N3O2, computed with wB97M-V/def2-TZVPD.

```
15
Properties=species:S:1:pos:R:3:mulliken_charge:R:1
N -0.0473 1.6692 -1.4233 -0.5375
N 0.3499 0.3376 -1.5799 -0.4872
C -0.0815 -0.4486 -0.6647 0.5413
N 0.0146 -1.8900 -0.2409 -0.6239
C -0.7310 0.1622 0.6489 -0.7727
C 0.4580 0.3661 1.4557 0.7300
O 0.6223 1.5480 1.8414 -0.6188
O 1.3337 -0.5860 1.4564 -0.5439
H -0.0818 2.4449 -2.3435 0.2717
H 0.4572 2.3254 -0.7295 0.2428
H 0.5012 -2.4294 -1.0215 0.2732
H -0.8225 -2.3391 0.4230 0.3451
H -1.3389 1.0690 0.2826 0.3852
H -1.4664 -0.6606 0.7968 0.2619
H 0.8325 -1.5686 1.0986 0.5328
```

As for the LUMO energy: 0.11 eV. As for the total charge: 0. The molar mass comes out at 117.108 g mol⁻¹. The value obtained for the highest occupied orbital energy is -8.786 eV. The value obtained for the HOMO-LUMO gap is 0.3269 Ha. The SMILES is N/N=C(/N)CC(=O)O.

Run 4
A 3-piece molecular cluster, C3H7N3O2 overall, computed with wB97M-V/def2-TZVPD.

```
15
Properties=species:S:1:pos:R:3:mulliken_charge:R:1
O -2.9494 0.8043 1.9358 -0.3752
C -2.6620 -0.1179 1.3049 0.7151
O -2.3751 -1.0218 0.6691 -0.3456
C 1.6131 -2.0530 2.2725 -0.3226
N 0.8757 -1.1458 2.7213 -0.1924
N 0.6055 -1.0785 4.0483 -0.4090
H 1.6723 -2.1156 1.1728 0.2276
H 2.2569 -2.7653 2.8057 0.2298
H 1.3438 -1.5720 4.7294 0.2398
H 0.2840 -0.1622 4.3458 0.2322
C -0.2072 2.3414 -5.5910 -0.2460
N 0.0252 2.5604 -4.3945 -0.4482
H 0.0575 3.1343 -6.3455 0.2112
H -0.3834 1.3830 -5.9609 0.2383
H -0.1566 1.8088 -3.7138 0.2448
```

As for the LUMO energy: 0.62 eV. As for the total charge: 0. The molar mass comes out at 117.108 g mol⁻¹. The value obtained for the highest occupied orbital energy is -9.136 eV. The value obtained for the HOMO-LUMO gap is 0.3587 Ha. The SMILES is O=C=O.C=NN.C=N.

Taking the most stable structure as the zero point, the relative energies in kJ/mol are run 1 410.7; run 2 576.1; run 3 234.0; run 4 0.0.